No. 1
The following is a DFT calculation (ωB97M-V/def2-TZVPD) of an isolated molecule of C20H23BrN2O2.

```
48
C20H23BrN2O2 ωB97M-V/def2-TZVPD
C 0.715 -2.756 -2.705
N -0.102 -1.556 -2.827
C 0.446 -0.746 -3.912
C -1.529 -1.605 -2.492
C -1.989 -0.145 -2.004
C -1.800 0.213 -0.505
C -0.488 0.150 0.227
O -0.166 -1.212 -0.075
C 0.543 1.156 -0.310
C 1.804 0.779 -0.662
C 2.738 1.677 -1.130
C 2.454 3.090 -0.986
Br 3.663 4.288 -1.426
C 1.216 3.504 -0.637
C 0.245 2.561 -0.267
C -0.644 0.203 1.776
C -1.810 0.701 2.385
C -2.039 0.656 3.799
C -1.124 0.246 4.723
C -1.368 0.442 6.115
N -1.498 0.501 7.255
C 0.071 -0.264 4.131
C 0.335 -0.253 2.663
C 1.556 -1.063 2.354
O 1.097 -2.445 2.104
H 0.507 -3.122 -1.745
H 0.585 -3.391 -3.515
H 1.811 -2.383 -2.677
H 1.518 -0.431 -3.695
H 0.388 -1.260 -4.887
H -0.168 0.212 -3.996
H -1.654 -2.350 -1.685
H -2.100 -1.826 -3.395
H -3.093 0.041 -2.186
H -1.314 0.683 -2.433
H -2.165 1.282 -0.542
H -2.513 -0.294 0.147
H 0.072 -1.347 -1.077
H 2.028 -0.275 -0.851
H 3.742 1.370 -1.570
H 0.953 4.487 -0.435
H -0.695 3.030 0.047
H -2.567 1.125 1.735
H -3.051 0.779 4.222
H 0.824 -0.655 4.697
H 2.189 -0.963 3.207
H 2.059 -0.500 1.517
H 0.317 -2.333 1.522
```

Results
total charge	0
highest occupied orbital energy	-8.9	eV
ΔE to the lowest compared entry with this formula, charge and spin	394.87	kJ/mol
energy	-98227.29656	eV
LUMO level	0.2	eV
structure (SMILES)	CN(C)CCC[C@@](O)(c1ccc(Br)cc1)c1ccc(C#N)cc1CO

These are the Mulliken partial charges, in e, on atoms 1 to 5:
1. C -1.105
2. N 0.145
3. C -1.088
4. C -0.664
5. C -0.787

=====

No. 2
The following is a DFT calculation (ωB97M-V/def2-TZVPD) of a 5-piece molecular cluster, C10H30BrN6O4 overall.

```
51
C10H30BrN6O4 ωB97M-V/def2-TZVPD
Br 0.856 0.141 -0.721
C -2.848 3.975 -2.886
C -2.096 3.109 -1.900
C -2.900 2.161 -1.105
O -3.897 2.812 -0.326
C -4.678 2.078 0.614
N -1.157 2.283 -2.696
H -3.439 4.716 -2.347
H -3.440 3.351 -3.555
H -2.203 4.526 -3.571
H -1.622 3.702 -1.118
H -2.289 1.566 -0.426
H -3.272 1.327 -1.701
H -5.146 2.803 1.280
H -4.143 1.414 1.294
H -5.362 1.487 0.006
H -0.454 1.909 -2.075
H -1.541 1.481 -3.176
C 5.237 -0.561 0.524
C 4.047 -1.244 1.118
C 4.537 -2.134 2.303
O 5.563 -3.064 2.049
C 4.946 -4.317 1.885
N 3.189 -0.188 1.705
H 5.823 -1.131 -0.197
H 5.942 -0.089 1.207
H 4.972 0.336 -0.036
H 3.576 -1.772 0.289
H 3.592 -2.522 2.683
H 4.924 -1.548 3.137
H 3.964 -4.239 1.418
H 4.873 -4.861 2.826
H 5.548 -4.868 1.162
H 2.461 -0.759 2.109
H 2.548 0.077 0.971
C -1.900 -2.313 -2.715
O -2.738 -2.653 -3.558
N -2.136 -2.167 -1.434
N -0.734 -1.919 -3.120
H -1.336 -1.993 -0.843
H -3.023 -2.219 -0.953
H -0.646 -2.105 -4.109
H -0.083 -1.420 -2.531
C -1.861 0.630 2.855
O -2.134 0.591 4.041
N -1.132 1.540 2.216
N -2.167 -0.306 2.026
H -0.589 2.207 2.745
H -0.818 1.398 1.267
H -2.873 -0.962 2.327
H -1.943 -0.265 1.042
```

Results
spin multiplicity	2
total charge	0
highest occupied orbital energy (alpha / beta)	-9.8 / -9.8	eV
energy	-98026.87180	eV
<S²>	0.7526
LUMO level (alpha / beta)	-0.1 / -5.7	eV

These are the Mulliken partial charges, in e, on atoms 1 to 5:
1. Br -0.147
2. C -1.511
3. C 0.464
4. C -0.237
5. O -0.341

=====

No. 3
The following is a DFT calculation (ωB97M-V/def2-TZVPD) of an isolated molecule of C3H4N4.

```
11
C3H4N4 ωB97M-V/def2-TZVPD
N 1.701 0.094 -0.882
C 0.534 -0.179 -0.260
C 0.124 0.572 0.862
N -1.144 0.739 1.176
C -1.926 0.134 0.240
N -1.519 -0.953 -0.383
N -0.218 -1.237 -0.507
H 2.158 0.962 -0.637
H 2.297 -0.672 -1.141
H 0.951 0.114 1.454
H -2.959 0.427 0.078
```

Results
total charge	0
highest occupied orbital energy	-9.1	eV
ΔE to the lowest compared entry with this formula, charge and spin	357.20	kJ/mol
energy	-9133.15546	eV
LUMO level	0.2	eV
structure (SMILES)	Nc1cncnn1

These are the Mulliken partial charges, in e, on atoms 1 to 5:
1. N -0.458
2. C 0.473
3. C -0.078
4. N -0.479
5. C -0.008